--- A ---
A 15-piece molecular cluster, C15H60N30O15 overall, computed with ωB97M-V/def2-TZVPD.

Geometry as XYZ:
```
120
Properties=species:S:1:pos:R:3:lowdin_charge:R:1
H -3.904 -3.609 -1.094 0.06
H -0.481 -1.430 -1.742 0.11
H -2.006 -4.996 -0.590 0.06
H 0.501 2.313 -2.000 0.07
C -4.843 0.237 0.283 -0.62
H -0.540 -4.549 -1.251 0.06
H 2.463 2.177 0.351 0.03
N 0.082 -1.316 -0.923 0.25
N -2.940 2.588 -3.834 0.17
N 0.953 5.199 0.826 0.18
N -1.556 -4.461 -1.259 0.17
H 0.968 4.681 -0.086 0.12
H 1.890 3.194 -3.791 0.07
N 4.302 1.996 -2.233 0.19
H 2.542 0.152 2.769 0.05
C -1.578 1.141 4.393 -0.65
H 4.603 0.899 5.637 0.10
H -3.115 5.644 -0.801 0.08
H -3.166 -0.507 -0.512 0.03
O -1.521 -3.339 -3.241 0.01
H -0.431 1.142 6.100 0.09
H 4.381 2.576 -3.039 0.11
H 0.653 -4.177 3.210 0.11
N -4.514 1.583 0.116 0.16
H 0.916 -0.689 3.782 0.08
N -3.515 -3.428 -2.022 0.15
O -3.306 4.535 -2.941 -0.01
C 3.228 1.491 4.253 -0.63
H -2.962 -0.921 2.996 0.07
H 0.990 -1.531 -4.908 0.08
O -4.041 -3.166 1.086 -0.04
C 3.301 2.349 -1.453 -0.68
O -2.424 4.021 1.759 -0.03
C 1.448 -2.370 2.873 -0.71
N -4.116 -0.707 -0.458 0.17
H 1.861 5.552 3.243 0.11
H 0.217 -7.349 0.788 0.11
O 3.345 2.713 4.503 -0.03
H 1.969 1.774 2.712 0.05
C -0.235 -0.305 -0.209 -0.67
C -2.157 -3.753 -2.292 -0.61
H -0.810 1.525 -2.320 0.06
H 3.659 0.959 0.141 0.07
H -3.126 1.706 -4.261 0.10
N 0.838 -1.699 3.848 0.19
H 5.740 -1.197 -2.737 0.12
C 0.397 1.715 -3.961 -0.65
H -3.539 1.733 -0.099 0.05
N 3.750 -2.141 -0.461 0.18
C 1.207 4.266 1.764 -0.66
O 5.159 -0.338 -0.518 -0.05
N 1.685 4.587 2.986 0.19
H 0.088 -2.025 4.426 0.10
H -4.141 -3.097 -2.774 0.11
N 2.442 1.047 3.229 0.18
O 0.797 -5.104 0.280 -0.04
H -2.044 3.008 -4.059 0.09
O 0.044 0.708 -4.568 0.00
N -3.155 5.265 0.121 0.18
O 0.995 3.071 1.520 -0.05
C 2.292 -2.171 -3.550 -0.59
N 5.025 -1.783 -2.320 0.14
H 3.398 -0.421 -2.971 0.05
H -0.478 2.646 5.325 0.09
H -2.859 1.631 2.917 0.10
N 3.966 0.582 4.943 0.16
N -1.898 3.289 -0.295 0.19
H 2.097 1.986 -5.009 0.11
H 1.863 3.846 3.634 0.05
H 1.318 -3.998 1.711 0.06
O 2.616 -3.141 -2.814 -0.06
N -2.180 1.977 3.565 0.19
N 3.022 1.641 -0.266 0.19
H -5.052 2.233 0.697 0.12
N 1.821 -5.911 -1.498 0.21
O -5.758 -0.119 1.035 -0.01
N 1.266 -2.307 -4.374 0.20
H -1.465 -3.614 1.273 0.07
N -0.875 1.726 5.423 0.16
N 0.456 -7.276 -0.177 0.19
C -3.770 3.429 -3.179 -0.71
H 0.702 -8.154 -0.556 0.10
H 5.063 1.485 -1.846 0.08
H 1.947 -4.927 -1.638 0.07
H -5.389 2.175 -2.592 0.10
H 4.443 -2.419 -2.857 0.07
H -4.371 -1.619 -0.065 0.05
N -5.052 3.098 -2.847 0.16
N -0.135 2.145 -2.754 0.16
H -5.378 3.870 -2.276 0.10
O 2.632 3.326 -1.681 0.00
H -1.675 2.451 0.138 0.03
C 4.730 -1.401 -1.050 -0.63
H 3.728 -0.412 4.878 0.11
C 1.027 -6.087 -0.443 -0.68
H 1.409 6.088 0.876 0.10
H -2.266 3.262 -1.233 0.06
N -1.884 -2.848 1.792 0.17
H 3.372 -2.915 -0.961 0.05
H 2.109 -0.152 -3.931 0.05
H -4.564 -1.102 2.367 0.07
O -1.575 -0.093 4.277 -0.03
H -3.440 5.966 0.791 0.12
H 0.607 -3.019 -4.071 0.10
H 0.123 0.952 1.158 0.07
H -1.962 2.948 3.451 0.07
H 2.051 -6.619 -2.170 0.12
O 2.185 -1.706 2.149 -0.06
C -2.434 4.239 0.541 -0.66
N 2.792 -0.844 -3.656 0.17
H 0.884 -1.898 -0.859 0.09
H 1.347 -0.286 1.230 0.06
N 1.457 2.503 -4.393 0.15
N 0.427 0.028 0.916 0.21
N -3.740 -1.585 2.743 0.16
H 3.397 -1.884 0.464 0.08
C -3.271 -2.576 1.860 -0.59
O -1.200 0.435 -0.557 -0.06
N 1.240 -3.618 2.628 0.21
H -1.389 -2.392 2.544 0.05
```

--- B ---
A 15-piece molecular cluster, C15H60N30O15 overall, computed with ωB97M-V/def2-TZVPD.

Geometry as XYZ:
```
120
Properties=species:S:1:pos:R:3:lowdin_charge:R:1
H -2.134 4.268 -23.893 0.12
N 5.257 4.305 -27.037 0.16
H -5.367 2.477 -27.178 0.11
H 3.153 6.068 -32.280 0.09
H -2.853 -2.533 -24.310 0.09
C 3.296 -1.658 -31.433 -0.71
H 1.296 0.844 -24.187 0.04
H -1.124 0.926 -28.453 0.05
N 2.486 -3.297 -28.698 0.17
H 5.311 -2.171 -26.907 0.11
C 6.576 -0.561 -27.084 -0.69
H 4.705 1.882 -30.053 0.10
H 0.197 -1.132 -24.571 0.07
N 3.494 5.069 -23.547 0.20
H 5.370 3.322 -27.222 0.08
O 6.691 2.659 -31.433 0.04
H 3.428 -0.506 -29.733 0.04
H 6.652 0.427 -24.634 0.07
O 5.520 6.444 -27.453 0.04
N 7.822 1.086 -30.288 0.17
O 0.006 7.233 -26.579 0.01
C 1.277 -3.329 -28.044 -0.68
H 5.695 3.837 -29.123 0.05
N 2.315 2.557 -27.577 0.20
H -3.911 -2.463 -25.686 0.11
N 4.248 -2.061 -32.265 0.15
H 4.461 4.967 -23.826 0.10
H 8.498 -0.924 -26.336 0.11
N 6.527 1.268 -24.094 0.17
H -0.529 -2.485 -28.348 0.11
N 3.246 6.811 -31.608 0.15
N 0.939 5.380 -27.313 0.17
H -1.021 2.943 -29.004 0.04
C 2.083 -1.138 -24.350 -0.69
O 1.000 -4.223 -27.239 -0.01
H 4.600 1.005 -25.376 0.09
N 4.660 1.986 -25.158 0.19
H -0.916 7.307 -28.959 0.11
H 2.953 2.670 -28.347 0.09
C -2.645 -0.846 -25.432 -0.69
H 0.012 3.220 -30.404 0.10
C 2.522 4.908 -24.422 -0.65
H 0.495 5.395 -24.532 0.09
H -1.333 3.824 -22.113 0.11
H 3.142 4.488 -30.657 0.10
H -4.572 3.965 -28.727 0.10
O -0.442 0.984 -31.406 0.03
N 0.813 0.977 -26.808 0.19
H 8.777 1.235 -30.563 0.11
N -2.188 -0.266 -24.282 0.16
H -1.441 -0.447 -29.490 0.10
H 1.007 4.658 -28.010 0.06
O -0.250 1.863 -24.285 -0.03
N 7.553 -1.258 -26.404 0.15
C -3.325 2.957 -27.508 -0.67
H 4.062 2.709 -25.527 0.05
H 1.974 3.206 -26.883 0.05
H 7.702 0.181 -29.864 0.08
C 0.205 6.466 -27.517 -0.71
O -2.201 2.760 -27.075 -0.01
H 4.914 -1.316 -30.295 0.08
N -0.634 3.276 -22.585 0.16
H 1.377 5.311 -26.407 0.05
N 3.927 -1.147 -30.325 0.13
H 0.729 -1.639 -29.048 0.08
C 5.546 5.304 -27.893 -0.72
H 3.197 7.770 -31.907 0.11
N -3.180 -2.053 -25.131 0.14
N 3.010 5.251 -30.014 0.15
O 2.107 -1.565 -31.699 0.05
H 0.001 2.752 -22.005 0.12
O 6.052 3.468 -24.173 0.00
O -2.779 -0.421 -26.561 0.04
C 3.179 6.555 -30.282 -0.73
H 3.079 -4.099 -28.578 0.11
N 2.038 0.173 -24.027 0.16
O 3.126 -1.778 -24.092 -0.03
C 5.746 2.297 -24.420 -0.68
N -0.525 2.607 -29.814 0.16
H 2.625 -2.373 -29.078 0.04
H -2.830 4.113 -29.086 0.09
H 3.197 5.005 -29.053 0.07
N 0.462 -2.299 -28.330 0.16
N -1.289 0.538 -29.371 0.18
N 5.405 -1.223 -27.228 0.19
O 6.731 0.617 -27.375 0.01
C 1.854 1.292 -27.588 -0.68
H -0.286 5.696 -29.322 0.08
H 3.740 -2.515 -33.017 0.12
C 6.723 1.807 -30.588 -0.73
H 0.958 -2.696 -24.922 0.11
H 6.114 5.328 -29.939 0.12
H 7.140 1.227 -23.298 0.11
O 2.207 0.420 -28.378 -0.01
H 5.043 4.713 -26.143 0.08
C -0.913 2.797 -23.812 -0.66
H 5.696 0.730 -29.241 0.04
H -1.798 0.665 -24.373 0.05
N -0.420 6.472 -28.699 0.17
H 0.200 1.582 -26.281 0.07
N 0.977 -1.688 -24.892 0.18
O 2.674 4.239 -25.450 -0.04
H 3.069 5.285 -22.662 0.11
H 0.645 -0.018 -26.773 0.08
H -4.141 1.894 -26.101 0.10
C -0.711 1.341 -30.271 -0.71
H -2.427 2.995 -25.133 0.06
N -2.063 3.329 -24.248 0.20
N 5.617 1.495 -29.890 0.16
N 5.889 4.824 -29.099 0.18
N 1.351 5.415 -23.999 0.18
H 5.034 -2.418 -31.752 0.10
N -3.615 3.669 -28.641 0.18
N -4.405 2.464 -26.890 0.18
H -2.028 -0.803 -23.448 0.10
H 4.613 -0.656 -27.496 0.09
H 2.849 0.408 -23.477 0.10
H 7.238 -2.009 -25.811 0.10
O 3.277 7.450 -29.476 0.06
H 1.148 5.645 -23.041 0.10
```

Least stable = B